1.
DFT (wB97M-V/def2-TZVPD) results for 2 unconnected molecules or ions with the total composition C9H14O at a distorted geometry.

Positions of all 24 atoms, in Å:
O: 2.501 -1.307 -1.442
C: -0.094 -0.400 3.305
C: -1.486 1.140 -2.921
C: 1.677 -1.095 -0.413
C: 1.406 -2.216 0.377
C: 0.616 -1.978 1.512
C: 1.242 0.261 -0.057
C: 0.346 -0.677 1.901
C: -2.034 1.811 -1.630
C: 0.623 0.537 1.118
H: -2.400 2.817 -1.882
H: 1.808 -3.145 0.023
H: 1.571 1.081 -0.700
H: -0.468 0.866 -3.172
H: -1.825 1.716 -3.825
H: 0.122 1.430 1.480
H: -1.985 0.182 -2.886
H: 0.486 -2.832 2.132
H: -1.156 -0.138 3.435
H: 0.147 -1.101 4.133
H: -1.299 1.861 -0.891
H: 0.441 0.538 3.755
H: 2.598 -0.513 -2.111
H: -2.837 1.159 -1.242

Summary:
structure (SMILES): Cc1ccc(O)cc1.CC
relative energy (zero: lowest compared OMol25 entry of this formula, charge and spin): 40.6 kcal per mole
total charge: 0
orbital gap: 8.669 eV
HOMO: -7.94 eV
2S+1: 1


2.
DFT (wB97M-V/def2-TZVPD) results for 14 unconnected molecules or ions with the total composition C3H31N2O16 at a distorted geometry.

Positions of all 52 atoms, in Å:
O: -0.662 -2.664 1.704
O: -2.717 1.217 2.680
O: -0.713 1.607 0.823
O: -0.220 -1.956 -2.089
O: -2.470 -2.727 -0.087
O: 0.813 1.606 -4.035
O: -2.448 2.755 -0.907
O: 2.283 2.415 2.471
O: 1.281 -3.585 -0.524
O: 2.310 2.915 -2.268
O: -4.219 -0.256 0.882
O: 2.604 2.154 -0.159
O: 2.009 -0.136 2.902
O: -0.858 -0.701 3.487
O: -1.647 0.747 -2.710
O: 3.247 -1.782 -1.711
N: 2.090 -0.270 0.248
N: 0.516 2.178 -0.956
C: 0.681 -0.145 0.008
C: 1.937 2.459 -1.196
C: 0.151 1.280 0.035
H: -0.096 -0.106 3.387
H: 1.573 2.766 3.016
H: 1.434 2.000 -3.374
H: -1.866 -2.636 0.715
H: 1.954 2.558 1.550
H: -4.249 0.173 0.017
H: 1.052 0.708 -4.203
H: 0.398 -1.973 -2.840
H: -1.991 2.354 -1.664
H: 1.381 -2.827 0.083
H: 2.999 -1.556 -0.820
H: 0.523 -0.573 -0.984
H: -4.049 -1.196 0.752
H: 0.166 -0.709 0.807
H: 2.375 0.805 2.841
H: -1.035 1.174 -3.336
H: -0.185 2.873 -1.130
H: -2.050 1.562 2.080
H: 2.393 -0.320 1.217
H: -3.258 0.743 2.023
H: 2.576 -2.402 -1.919
H: -1.642 -0.258 3.061
H: 2.610 -0.754 3.248
H: 2.596 0.429 -0.337
H: -2.237 0.305 -3.350
H: -0.389 -1.797 2.127
H: -1.869 -2.463 -0.775
H: -1.897 2.591 -0.128
H: 0.297 -3.673 -0.463
H: -0.996 -1.579 -2.549
H: -0.487 -3.330 2.352

Summary:
relative energy (zero: lowest compared OMol25 entry of this formula, charge and spin): 8.6 kcal per mole
total charge: 0
⟨S²⟩: 0.7550
orbital gap (alpha / beta): 10.304 / 5.983 eV
HOMO (alpha / beta): -10.79 / -10.72 eV
2S+1: 2


3.
DFT (wB97M-V/def2-TZVPD) results for 2 unconnected molecules or ions with the total composition C10H20F9NO2PS2.

Positions of all 45 atoms, in Å:
S: 3.482 1.998 0.754
S: -0.834 -1.546 -1.512
P: -0.924 0.336 -1.117
F: 4.947 1.858 1.306
F: 1.972 2.195 0.209
F: 3.811 3.441 0.216
F: 3.918 1.390 -0.644
F: 3.023 2.650 2.138
F: 2.623 0.647 3.640
F: 1.802 -1.176 2.734
F: 4.066 -0.390 1.699
F: 2.385 -0.365 0.301
O: -1.292 2.160 0.758
O: -0.562 -3.716 -4.602
N: -3.722 1.392 0.390
C: 1.958 0.171 2.555
C: -1.348 0.738 0.659
C: 2.956 0.258 1.350
C: 0.485 -4.209 -3.770
C: -3.584 2.615 1.261
C: 0.566 0.794 2.467
C: 1.727 -4.576 -4.560
C: -2.812 0.284 0.845
C: -2.144 2.658 1.782
C: -0.443 -0.044 1.648
H: 0.167 1.148 -1.431
H: -1.853 3.688 1.990
H: 0.706 -3.402 -3.073
H: 0.239 0.806 3.511
H: 0.625 1.828 2.151
H: 0.131 -5.068 -3.189
H: 2.524 -4.920 -3.900
H: -3.778 3.481 0.631
H: -4.686 1.061 0.406
H: 2.086 -3.715 -5.123
H: -1.088 -0.575 2.354
H: -1.980 0.991 -1.792
H: 0.049 -0.840 1.085
H: 1.510 -5.375 -5.272
H: -3.027 -0.631 0.286
H: -0.792 -4.406 -5.231
H: -3.504 1.632 -0.578
H: -4.305 2.554 2.074
H: -2.028 2.074 2.699
H: -3.056 0.107 1.893

Summary:
total charge: +1
orbital gap: 8.385 eV
HOMO: -11.91 eV
2S+1: 1


4.
DFT (wB97M-V/def2-TZVPD) results for C4H6N2O in the gas phase at a distorted geometry.

Positions of all 13 atoms, in Å:
O: 1.110 0.842 -0.162
N: 1.288 -0.834 -1.732
N: -1.184 -0.571 0.768
C: 0.434 1.114 1.089
C: 0.637 -0.222 -0.839
C: -0.816 -0.603 -0.632
C: -0.546 0.146 1.642
H: -1.443 0.105 -1.182
H: 2.205 -0.405 -1.858
H: -1.855 -1.269 1.078
H: 1.202 1.229 1.851
H: -0.942 -1.609 -1.019
H: -0.090 2.078 0.997

Summary:
relative energy (zero: lowest compared OMol25 entry of this formula, charge and spin): 68.7 kcal per mole
total charge: 0
orbital gap: 9.233 eV
HOMO: -8.52 eV
2S+1: 1


5.
DFT (wB97M-V/def2-TZVPD) results for 2 unconnected molecules or ions with the total composition C3H3BrCl2 at a distorted geometry.

Positions of all 9 atoms, in Å:
Br: -1.377 1.822 0.798
Cl: 2.395 1.097 -1.789
Cl: -0.553 -0.033 -1.463
C: -0.929 -1.166 1.019
C: -0.617 0.081 0.254
C: 0.274 -0.653 1.137
H: -1.657 -1.978 0.892
H: 1.106 -0.601 1.698
H: 1.358 1.431 -2.545

Summary:
structure (SMILES): ClC1(Br)C=C1.Cl
relative energy (zero: lowest compared OMol25 entry of this formula, charge and spin): 42.3 kcal per mole
total charge: 0
orbital gap: 10.449 eV
HOMO: -9.84 eV
2S+1: 1


6.
DFT (wB97M-V/def2-TZVPD) results for 2 unconnected molecules or ions with the total composition C10H21NO2S at a distorted geometry.

Positions of all 35 atoms, in Å:
S: -2.200 0.340 0.435
O: -2.718 -0.952 0.855
O: -2.422 1.530 1.197
N: 0.401 0.039 -0.185
C: 2.172 -1.668 -0.011
C: 0.997 1.243 0.039
C: 0.042 2.333 -0.632
C: -3.943 -0.384 -1.729
C: 2.419 1.404 -0.614
C: 0.344 -1.641 1.674
C: 0.723 -1.282 0.200
C: -0.068 -2.234 -0.710
C: -3.359 0.644 -1.126
C: 1.174 1.561 1.558
H: -0.823 1.801 -0.943
H: 0.498 2.811 -1.506
H: -0.268 3.016 0.138
H: 0.391 -2.670 1.870
H: -1.100 -2.422 -0.539
H: 1.452 2.543 1.645
H: 1.977 0.933 2.013
H: 2.506 2.424 -0.746
H: -3.768 1.591 -1.065
H: 2.577 0.762 -1.584
H: 0.445 -3.132 -0.469
H: -3.594 -1.346 -1.642
H: -4.966 -0.321 -2.113
H: 2.562 -2.533 0.556
H: -0.682 -1.469 1.633
H: 2.290 -1.938 -1.078
H: 0.822 -1.015 2.398
H: 0.246 1.450 2.131
H: 2.703 -0.765 -0.012
H: 3.173 1.285 0.098
H: -0.001 -1.937 -1.737

Summary:
relative energy (zero: lowest compared OMol25 entry of this formula, charge and spin): 121.2 kcal per mole
total charge: 0
orbital gap (alpha / beta): 7.660 / 7.497 eV
HOMO (alpha / beta): -8.27 / -9.00 eV
2S+1: 1